1.
Entry from OMol25: 2 unconnected molecules or ions with the total composition ClH2N3O2 at a distorted geometry (wB97M-V/def2-TZVPD).

Last column: Löwdin charge in e.
CARTESIAN COORDINATES (ANGSTROEM)
N: 0.85 -1.02 -0.12  -0.08
N: 0.72 -0.87 -1.38  -0.22
H: -0.93 -1.11 0.69  0.08
O: 1.79 -0.97 -2.00  -0.23
O: 0.32 -1.88 1.97  -0.41
N: -0.09 -1.71 0.74  -0.31
Cl: -4.59 8.44 0.02  -1.00
H: 1.93 -0.89 0.08  0.17

HOMO (alpha / beta)   -0.58 / -0.58 eV
Frontier orbital gap (alpha / beta)   6.96 / 6.96 eV
Total charge   -2
LUMO level (alpha / beta)   6.381 / 6.381 eV
Calculated total energy   -21116.033 eV
ΔE to the lowest compared entry with this formula, charge and spin   49.4 kJ/mol
F_max   4.0 eV/Å

---

2.
Entry from OMol25: 2 unconnected molecules or ions with the total composition C21H21N2O2 at a distorted geometry (wB97M-V/def2-TZVPD).

Last column: Löwdin charge in e.
CARTESIAN COORDINATES (ANGSTROEM)
H: -1.40 1.50 -2.39  0.11
H: -3.87 1.74 -2.31  0.09
C: 1.83 -0.79 2.86  -0.06
C: 0.07 -0.50 -1.44  -0.23
C: -2.18 -1.49 -0.94  -0.07
H: -1.45 3.04 3.41  0.13
C: 0.99 -4.16 -1.89  -0.11
H: -2.15 2.02 2.13  0.13
H: 0.97 -1.16 3.42  0.07
C: -1.39 2.78 2.35  -0.23
C: -4.19 -0.18 -1.34  -0.13
C: -3.41 0.84 -1.91  -0.11
C: 2.99 -2.90 -1.34  -0.11
C: 0.11 1.05 2.62  -0.45
C: -1.60 4.00 1.48  -0.07
N: 2.59 3.51 -1.61  0.07
O: -0.09 2.25 2.06  -0.02
H: -1.59 3.72 0.42  0.08
N: 0.61 0.69 -1.29  0.07
H: -5.27 -0.06 -1.26  0.08
C: -2.02 0.70 -1.97  -0.05
C: 2.25 -1.72 -1.38  -0.05
C: 1.68 1.22 -0.81  -0.28
H: 2.08 2.38 1.44  0.08
O: -0.75 0.43 3.22  0.08
C: 2.34 1.34 1.63  0.03
H: -2.57 4.45 1.70  0.07
C: 2.14 2.48 -1.29  -0.26
H: -1.70 -2.38 -0.54  0.10
H: -0.78 -3.00 -2.24  0.10
H: 2.71 -0.77 3.51  0.08
C: 0.86 -1.74 -1.56  -0.15
C: 0.26 -2.97 -1.93  -0.07
H: 2.03 -1.48 2.04  0.08
H: 0.50 -5.10 -2.10  0.09
H: -0.82 4.75 1.65  0.08
H: 4.06 -2.86 -1.13  0.09
C: 2.36 -4.13 -1.58  -0.14
H: 3.38 1.05 1.56  0.10
C: -3.57 -1.35 -0.87  -0.11
C: 1.50 0.57 2.38  -0.25
C: -1.40 -0.47 -1.49  -0.17
H: -4.16 -2.16 -0.44  0.09
H: 2.32 0.68 -0.06  0.06
H: 2.78 -0.77 -1.27  0.08
H: 2.93 -5.06 -1.54  0.08

HOMO   -2.46 eV
Frontier orbital gap   5.57 eV
Total charge   -1
LUMO level   3.112 eV
Calculated total energy   -29191.849 eV
F_max   3.2 eV/Å

---

3.
Entry from OMol25: 3 unconnected molecules or ions with the total composition H6O3 at a distorted geometry (wB97M-V/def2-TZVPD).

Last column: Löwdin charge in e.
CARTESIAN COORDINATES (ANGSTROEM)
O: 0.14 -1.14 2.04  -0.01
O: -0.81 0.36 0.08  -0.03
H: -0.31 0.90 -1.88  -0.03
O: 0.30 1.09 -2.57  -0.05
H: -0.46 -0.25 0.75  -0.02
H: 1.11 0.60 -2.42  0.02
H: 0.26 -1.88 1.49  0.04
H: -1.27 1.08 0.40  0.00
H: 1.03 -0.74 2.10  0.09

HOMO   -10.79 eV
Frontier orbital gap   11.20 eV
LUMO level   0.416 eV
Calculated total energy   -6239.679 eV
ΔE to the lowest compared entry with this formula, charge and spin   55.4 kJ/mol
F_max   3.7 eV/Å

---

4.
Entry from OMol25: a molecular structure, C33H29B2Br4F4N7O7S2Sm at a distorted geometry (wB97M-V/def2-TZVPD).

Last column: Löwdin charge in e.
CARTESIAN COORDINATES (ANGSTROEM)
H: 10.42 6.21 12.69  0.07
N: 10.37 11.74 12.42  -0.04
C: 18.06 9.49 12.15  -0.01
N: 17.78 9.15 14.52  0.13
Sm: 11.76 11.11 10.37  1.78
S: 15.17 10.89 9.15  0.72
O: 8.48 10.63 9.15  0.06
C: 15.58 9.67 7.97  -0.61
H: 13.41 13.11 12.31  0.09
H: 19.21 12.27 9.27  0.07
H: 14.86 7.92 14.10  0.16
C: 15.25 11.08 14.36  0.01
C: 14.73 10.06 6.93  -0.66
Br: 14.64 15.29 10.38  0.78
C: 15.07 9.91 13.59  -0.21
H: 18.31 9.93 10.06  0.09
H: 7.56 13.27 9.60  0.09
F: 11.52 10.62 15.60  0.14
H: 18.56 13.25 12.72  0.13
F: 8.15 8.42 9.82  0.14
H: 7.41 12.88 13.24  0.07
H: 6.57 11.92 10.10  0.09
C: 18.66 12.64 10.13  -0.05
H: 14.04 9.73 4.90  0.13
F: 8.18 8.96 7.57  0.18
C: 11.13 8.04 12.01  -0.23
B: 8.70 9.20 8.81  -1.07
Br: 13.63 17.66 8.09  0.70
C: 18.00 10.00 13.43  -0.27
H: 15.68 11.05 15.34  0.12
O: 10.92 11.81 13.69  0.00
C: 11.15 6.93 12.98  0.01
O: 10.94 12.39 8.76  -0.28
C: 10.98 14.47 7.57  -0.65
Br: 9.51 13.93 6.53  0.76
O: 16.75 7.36 15.37  0.05
C: 13.25 15.06 9.14  -0.65
C: 16.43 7.91 6.62  -0.08
H: 6.90 13.29 11.20  0.06
Br: 10.95 17.02 6.30  0.70
H: 10.29 6.48 9.12  0.08
B: 10.94 10.44 14.34  -1.09
N: 9.09 10.96 10.30  0.00
C: 15.51 8.31 5.62  -0.09
S: 13.88 11.42 7.59  0.80
C: 16.72 8.34 14.65  -0.58
C: 9.17 12.17 12.28  -0.24
H: 8.74 12.55 14.30  0.08
C: 11.46 13.54 8.48  -0.47
H: 10.85 7.26 13.95  0.09
C: 8.55 11.90 10.97  -0.23
H: 14.15 9.16 11.83  0.12
H: 8.73 13.98 13.35  0.11
C: 16.43 8.59 7.83  -0.09
H: 19.17 13.56 10.40  0.07
C: 8.48 12.92 13.34  0.00
O: 13.17 12.85 9.89  -0.42
H: 12.11 6.45 13.01  0.09
N: 10.85 8.87 9.87  -0.10
N: 11.45 9.25 12.29  0.02
C: 18.50 11.67 11.29  -0.27
H: 18.11 11.78 14.63  0.12
C: 11.64 15.73 7.44  -0.78
C: 18.22 11.37 13.63  -0.03
H: 17.94 8.43 11.95  0.13
H: 17.63 12.91 9.79  0.08
O: 11.77 9.44 13.62  0.00
C: 14.62 12.24 13.97  -0.01
C: 7.32 12.62 10.44  0.02
C: 10.70 7.83 10.60  -0.23
H: 18.49 8.95 15.21  0.16
H: 9.05 6.43 10.33  0.11
C: 12.75 16.02 8.21  -0.78
O: 10.22 8.91 8.66  0.01
C: 10.15 6.52 10.17  0.00
H: 17.10 7.06 6.50  0.10
H: 14.65 13.23 14.45  0.12
H: 15.53 7.75 4.69  0.10
C: 18.30 10.32 11.05  -0.04
N: 15.57 8.65 13.97  0.15
C: 14.68 9.41 5.75  -0.09
N: 13.67 11.13 12.05  -0.05
H: 17.09 8.33 8.63  0.08
C: 13.88 12.24 12.76  -0.11
F: 9.63 9.94 14.38  0.14
C: 14.26 10.01 12.49  -0.11
C: 18.45 12.17 12.57  -0.06
H: 10.56 5.66 10.64  0.07
C: 12.66 13.82 9.22  -0.52

HOMO (alpha / beta)   -4.97 / -4.97 eV
Frontier orbital gap (alpha / beta)   6.86 / 6.86 eV
Total charge   -1
LUMO level (alpha / beta)   1.891 / 1.890 eV
2S+1   6
Calculated total energy   -391433.735 eV
ΔE to the lowest compared entry with this formula, charge and spin   0.0 kJ/mol
F_max   2.0 eV/Å

---

5.
Entry from OMol25: 15 unconnected molecules or ions with the total composition C6H44NO16 at a distorted geometry (wB97M-V/def2-TZVPD).

Last column: Löwdin charge in e.
CARTESIAN COORDINATES (ANGSTROEM)
H: 1.51 -4.68 1.62  -0.10
H: -2.24 0.79 -1.33  0.01
H: -0.10 6.37 -2.85  0.05
H: -1.59 0.92 -2.65  0.09
H: 3.50 -1.60 -1.68  0.13
O: 3.31 -2.39 2.65  -0.14
O: -4.16 -2.58 4.65  -0.15
H: -5.07 -2.88 5.10  0.14
O: 3.21 0.30 -4.87  -0.09
H: 2.94 1.09 -5.45  0.09
H: 3.50 -3.00 3.51  0.15
H: 3.81 4.90 -2.02  0.09
O: -2.38 -2.76 -2.15  -0.02
H: 2.57 -1.90 3.23  0.09
H: 1.31 -0.29 -1.10  0.18
H: -4.99 -2.18 -1.31  0.13
C: 2.96 4.30 -2.31  -0.02
H: 1.22 2.24 0.42  0.15
H: -3.02 -4.03 5.42  0.00
O: 1.97 -4.16 1.14  -0.04
C: 0.49 -0.30 0.89  -0.06
H: 3.81 0.68 -4.22  0.01
N: 0.87 0.43 -0.36  0.02
H: -1.88 -3.11 2.96  0.11
O: -1.42 0.90 -1.70  0.03
H: 2.28 -1.66 -2.51  -0.02
C: 2.17 2.19 -1.63  -0.22
H: 2.46 -3.49 1.79  0.04
H: -2.68 -2.60 1.61  0.05
H: 0.68 5.65 0.47  0.01
H: -4.96 -2.90 1.17  -0.07
H: 0.05 0.64 -0.85  0.06
H: -4.38 -1.83 3.95  0.11
O: -2.19 -4.51 5.62  -0.06
O: 0.77 5.82 1.44  -0.13
H: 1.60 5.95 -6.32  -0.04
O: -5.35 -3.10 1.96  0.02
H: -2.85 -2.82 -1.42  -0.12
H: -4.74 -3.04 2.63  -0.06
H: 0.00 0.30 1.47  0.07
H: 0.93 7.04 -3.84  0.09
H: 2.11 4.86 -2.03  0.05
O: 0.67 -0.96 4.16  -0.11
O: 0.14 6.42 -3.79  -0.08
H: -0.17 5.51 1.86  0.12
H: -2.27 -3.75 -2.18  0.09
C: 1.75 1.59 -0.30  -0.10
O: -4.37 -2.25 -0.51  -0.09
H: 2.88 3.85 -3.36  0.12
O: -0.71 -1.95 1.92  -0.22
C: -1.74 -3.00 1.85  0.01
H: 1.25 2.47 -1.83  0.08
C: -0.36 -1.54 0.62  -0.19
O: 2.55 -1.31 -1.75  0.03
O: 1.69 5.13 -5.98  -0.02
H: -1.27 -1.50 0.00  0.12
O: 2.92 3.29 -1.24  -0.17
H: -1.38 -3.79 1.28  0.09
H: -4.09 -1.28 -0.37  0.11
H: 1.47 -0.69 1.39  0.17
H: 0.32 -2.20 0.29  0.08
H: 0.26 -1.31 3.30  0.01
H: 0.30 -0.03 4.30  0.09
H: 2.62 1.50 -2.31  0.11
H: 2.64 1.30 0.20  0.13
H: -2.30 -4.49 6.55  0.01
H: 1.16 5.43 -5.22  0.00

HOMO   -12.90 eV
Frontier orbital gap   9.83 eV
Total charge   +1
LUMO level   -3.065 eV
Calculated total energy   -41173.503 eV
ΔE to the lowest compared entry with this formula, charge and spin   0.0 kJ/mol
F_max   10.2 eV/Å